ORCA calculation (ωB97M-V/def2-TZVPD) on C32H27N15O2RbSb as an isolated structure at a distorted geometry.

Geometry as XYZ:
```
78
Properties=species:S:1:pos:R:3:forces:R:3
Rb -0.31945 -0.19355 0.48737 0.084 -0.186 -0.075
C -1.08920 -1.82913 -3.42800 -1.445 0.942 0.285
C -1.72375 -0.48244 -3.09034 0.398 0.771 -0.918
C -3.08552 -0.28926 -2.91924 -0.976 1.011 0.103
C -3.61124 1.00551 -2.60675 1.884 -1.998 -0.401
C -2.67352 1.98363 -2.40799 0.936 0.156 0.039
C -1.28753 1.75329 -2.58362 -1.560 -1.467 -0.383
N -0.86723 0.55828 -3.00422 0.145 0.028 0.464
Sb 0.09425 3.33301 -2.51871 -0.191 0.749 -0.416
C 1.83953 2.16415 -2.55914 -0.239 0.096 -0.077
C 2.95406 2.71998 -3.14336 0.928 -0.512 -0.116
C 4.09979 1.93249 -3.19627 -0.114 0.413 -0.064
C 4.04331 0.65199 -2.64965 1.462 0.722 -0.806
C 2.90999 0.20122 -2.05191 -1.386 0.294 0.188
C 2.83483 -1.15373 -1.43361 -0.874 -0.119 -0.013
N 1.80097 0.97930 -2.01444 0.509 -1.490 0.587
C 0.40146 3.73237 -0.45999 -0.894 0.250 0.144
C 1.38761 4.65930 -0.21115 0.588 0.444 -1.696
C 1.76001 4.89995 1.06463 -0.031 -0.406 1.493
C 1.03964 4.29290 2.07113 0.382 0.240 0.837
C 0.01186 3.45013 1.77553 -1.188 -1.098 0.141
C -0.79831 2.77615 2.88496 0.401 1.198 0.321
N -0.31477 3.17159 0.49570 -0.189 -0.665 0.503
H -1.87975 -2.47485 -3.85217 0.761 -0.027 0.161
H -0.81244 -2.16402 -2.44993 0.213 -0.886 0.566
H -0.17432 -1.74351 -4.00426 -0.175 0.161 -0.349
H -3.77921 -1.10448 -3.05274 0.040 -0.246 0.094
H -4.66177 1.17619 -2.49451 -0.372 0.015 0.066
H -2.96008 2.95734 -2.11814 -0.451 1.059 0.302
H 2.87324 3.72545 -3.51025 0.329 0.275 -0.327
H 5.01795 2.30888 -3.65977 -0.293 -0.180 0.201
H 4.92617 0.02660 -2.69384 -0.007 -0.078 0.046
H 1.88200 -1.64553 -1.73176 0.662 0.181 0.127
H 2.79637 -1.01141 -0.35590 0.015 -0.044 0.261
H 3.69141 -1.78240 -1.68291 -0.100 0.048 -0.068
H 1.87705 5.13194 -1.06846 0.115 -0.152 0.331
H 2.63941 5.39337 1.39313 0.652 0.854 -0.303
H 1.29460 4.42279 3.11701 0.179 0.050 -0.097
H -1.37220 3.54578 3.44443 0.382 -0.280 -0.184
H -0.22239 2.19330 3.61901 0.147 0.343 -0.347
H -1.52362 2.12463 2.47672 -0.644 -0.736 -0.569
O -3.76779 -3.75817 1.09340 -1.360 -2.231 0.952
C -3.20606 -2.81944 0.60676 1.440 1.940 -1.271
N -2.13841 -2.83371 -0.24369 -0.957 0.555 0.945
C -1.87723 -3.97767 -0.86263 -0.038 -0.766 -0.704
O -2.62999 -4.66704 -1.57015 0.372 0.346 0.503
C -0.41944 -4.43405 -0.77447 0.376 1.197 -0.199
C -0.06370 -5.53161 -1.51999 0.722 -1.043 0.244
C 1.26453 -5.96564 -1.54122 -0.856 2.712 1.060
C 2.20434 -5.17772 -0.91094 1.365 0.368 0.940
C 1.75328 -4.09305 -0.16099 -1.083 0.035 -0.798
N 0.48776 -3.67935 -0.10955 -0.466 -0.909 -0.272
C -3.56173 -1.44819 1.14796 0.149 0.397 0.084
C -3.83001 -1.35447 2.53086 0.933 -0.152 -1.752
C -3.90834 -0.11921 3.09385 -0.498 0.911 -0.700
C -3.83970 0.97932 2.24038 0.127 0.385 0.116
C -3.54983 0.80359 0.87772 -1.767 0.466 1.074
N -3.48943 -0.39037 0.31499 0.769 -0.815 0.542
H -0.85032 -6.05933 -2.02551 -0.166 -0.128 -0.171
H 1.57152 -6.77667 -2.06541 0.663 -2.453 -1.623
H 3.32398 -5.31911 -0.91366 -1.438 -0.290 -0.178
H 2.40877 -3.44884 0.35325 1.034 0.493 0.588
H -3.78612 -2.25062 3.08665 -0.176 -0.781 0.552
H -4.06249 0.02076 4.14020 0.023 0.024 0.523
H -4.03045 1.96324 2.67838 0.403 -0.135 -0.399
H -3.56292 1.66263 0.21712 0.307 0.072 -0.059
N 2.33492 -0.09192 3.62106 -0.584 0.283 -0.047
C 0.99118 -0.14606 4.09202 -1.059 0.261 -1.106
N 0.73072 0.23802 5.33353 1.509 -0.126 0.602
N -0.54660 0.01245 5.53982 -0.813 -0.145 -1.031
N -1.07888 -0.41722 4.42644 -0.225 -0.199 -0.690
N -0.13298 -0.52985 3.43318 0.749 0.372 1.957
C 2.70093 0.86467 2.63571 -0.607 -0.401 -0.707
N 3.54852 1.82153 2.92249 1.021 0.392 1.156
N 3.78843 2.46988 1.79352 -0.821 -0.061 -0.863
N 3.04286 1.95273 0.84125 0.244 -0.517 0.352
N 2.35317 0.88997 1.34069 0.106 0.330 0.274
H 2.80827 0.21335 4.46042 0.521 -0.113 0.052
```
Forces are in eV/Å.

The molar mass is 860.90 g mol⁻¹. Its charge is -2. As for the spin multiplicity: 1. The energy relative to the best compared isomer or geometry (same formula, charge and spin) comes out at 0.335 eV. Its HOMO energy is -2.6811 eV. The LUMO energy is 0.139 Eh. The total energy comes out at -67261.7471 eV. The value obtained for the HOMO-LUMO gap is 6.45 eV.